Record 1
DFT (ωB97M-V/def2-TZVPD) results for a molecular structure, C19H42CeNO2P3S.

```
69
Properties=species:S:1:pos:R:3:forces:R:3:lowdin_charge:R:1
Ce -0.549769 -0.281072 0.974098 -1.2 0.7 1.4 0.3420
P 0.672205 -2.686207 1.319902 0.8 -0.9 0.0 0.7327
P 1.836978 0.794594 1.396331 1.8 0.5 -0.2 0.6950
P -1.971511 -1.436546 -0.969651 -0.4 -0.6 -1.2 0.6800
H 1.692727 6.673195 -5.835900 -0.1 0.0 0.0 0.0485
C 0.618548 6.556306 -5.939319 -1.2 1.0 1.1 -0.0836
C -0.242853 7.316696 -5.211341 1.2 -1.1 -1.0 -0.0656
H 0.122213 8.058132 -4.507065 -0.1 -0.1 -0.1 0.0512
C 1.859131 -3.323959 0.093144 -0.3 -0.1 0.3 -0.2100
C 1.576715 -2.774989 2.918041 0.0 0.0 0.0 -0.2169
C -0.585593 -4.001575 1.553912 -0.2 -0.2 0.1 -0.2268
C 1.676084 2.603266 1.173866 -0.1 0.0 0.0 -0.2278
C 2.359651 0.658544 3.148049 -0.2 -0.1 0.1 -0.2016
C 3.279514 0.327098 0.388764 -0.2 0.1 0.0 -0.2237
C -2.848095 -0.219425 -2.010098 0.0 -0.1 0.0 -0.2450
C -3.341923 -2.451278 -0.310355 0.0 0.1 0.0 -0.2084
C -1.084457 -2.537082 -2.114050 -0.1 0.3 0.0 -0.2269
H 0.254849 5.849575 -6.677994 0.0 0.1 0.0 0.0474
H -1.316554 7.236200 -5.349701 0.1 0.0 0.0 0.0505
H 2.179003 -4.319559 0.447380 0.2 0.4 -0.5 0.0777
H 2.694206 -2.600615 0.036566 -0.3 -0.6 0.0 0.0496
H 1.350222 -3.360302 -0.886986 0.4 -0.1 0.5 0.0440
H 1.732426 -3.849696 3.142245 0.1 0.6 0.1 0.0756
H 1.000347 -2.281685 3.727621 0.4 -0.4 -0.5 0.0264
H 2.548941 -2.257661 2.815400 -0.4 -0.4 0.2 0.0613
H -0.054325 -4.886848 1.954424 -0.4 0.2 -0.2 0.0772
H -1.057420 -4.254912 0.590100 0.2 -0.1 0.5 0.0495
H -1.386561 -3.662500 2.258899 0.8 -0.2 -0.9 0.0207
H 2.503319 3.042083 1.754826 -0.3 0.2 -0.4 0.0801
H 0.697130 2.954184 1.550397 0.6 0.0 0.0 0.0527
H 1.734244 2.855355 0.102156 0.1 0.0 0.5 0.0552
H 3.460682 0.542519 3.134960 -0.5 0.2 0.4 0.0818
H 1.882850 -0.215620 3.634784 0.4 0.6 -0.2 0.0249
H 2.040581 1.585798 3.665507 0.4 -0.6 -0.1 0.0761
H 4.009641 1.140805 0.504692 0.1 -0.5 -0.1 0.0753
H 2.944663 0.236312 -0.658027 0.3 0.1 0.4 0.0457
H 3.658887 -0.648791 0.735610 0.1 0.5 -0.2 0.0520
H -3.547231 -0.808738 -2.624598 0.1 0.5 0.0 0.0792
H -2.122666 0.341918 -2.623136 -0.4 -0.4 0.1 0.0450
H -3.378884 0.511115 -1.368437 0.1 -0.5 -0.4 0.0509
H -3.695068 -3.034423 -1.184500 -0.2 0.1 0.7 0.0822
H -4.127871 -1.772166 0.080363 0.3 -0.6 -0.3 0.0787
H -2.983737 -3.114133 0.502030 -0.4 0.3 -0.6 0.0298
H -1.775967 -2.700420 -2.949184 0.4 -0.4 0.0 0.0737
H -0.815803 -3.469168 -1.594519 -0.2 0.2 -0.4 0.0459
H -0.164079 -2.036362 -2.449235 -0.4 -0.2 0.0 0.0417
C -0.264202 2.294475 -1.732629 -0.6 -0.1 0.8 -0.5854
C 0.461256 1.450202 -2.608927 0.6 -0.2 -0.7 -0.0663
C 1.140475 2.024412 -3.681398 -0.4 -1.3 0.8 -0.0072
C 1.087998 3.402693 -3.876709 0.3 0.7 -0.6 0.0220
C 0.374015 4.232859 -3.014711 -0.6 0.5 1.0 -0.0041
C -0.300390 3.686139 -1.938436 0.3 1.0 -0.8 -0.0814
S -1.221735 1.884060 -0.366967 0.2 0.4 -0.8 0.8148
H 0.729579 -0.712133 -0.697231 -0.7 0.2 1.0 -0.0220
H 0.495655 0.368489 -2.435429 -0.1 0.5 -0.1 0.0696
H 1.701133 1.380077 -4.361843 -0.2 0.3 0.2 0.1353
H 1.606610 3.854168 -4.727105 -0.2 -0.2 0.3 0.1341
H 0.314380 5.311505 -3.155182 0.2 -0.3 -0.3 0.1148
H -0.880211 4.279329 -1.227127 0.3 0.0 -0.4 0.1196
N -1.985506 -3.545182 4.588679 0.4 0.0 0.3 0.2200
C -1.565379 -2.134859 5.011639 -0.8 0.2 0.1 -0.0081
C -1.965949 -1.046974 4.015339 -2.4 1.9 1.0 -0.5717
O -2.846192 -0.219497 4.282569 2.0 -2.1 -0.3 0.1347
O -1.303843 -1.065859 2.913896 0.8 -0.2 -1.3 -0.2700
H -2.812207 -3.582786 3.979973 0.1 0.2 0.2 0.1810
H -2.230226 -4.042259 5.449677 0.0 -0.2 -0.1 0.1844
H -1.231833 -4.083098 4.129275 -0.4 0.3 0.3 0.1462
H -2.138776 -1.900954 5.896254 0.1 -0.2 0.4 0.1458
H -0.500042 -2.132771 5.216419 0.0 -0.1 0.1 0.1298
```
Positions in Å, forces in eV/Å.

For the total energy, the calculation gives -77571.452 eV. The total charge is +3. The energy above the lowest of the compared OMol25 structures with the same formula, charge and spin comes out at 400.86 kJ/mol. The expectation value of S² is 0.772. As for the orbital gap (alpha / beta): 0.205 / 0.140 hartree. The calculation puts the LUMO energy (alpha / beta) at -9.64 / -11.40 eV. Its multiplicity is 2.

---

Record 2
DFT (ωB97M-V/def2-TZVPD) results for a molecular structure, C23H20I2N5ORu.

```
52
Properties=species:S:1:pos:R:3:forces:R:3:lowdin_charge:R:1
Ru -0.156050 -0.207945 -0.100473 0.0 -0.6 0.3 1.2458
I -2.839407 -0.719224 6.999187 0.0 0.0 -0.1 1.2988
C -2.388325 -0.299386 5.077785 -0.1 0.0 0.0 -0.6765
C -3.320959 0.354779 4.258505 -0.1 0.0 0.0 -0.1944
C -3.010972 0.636778 2.954389 -0.2 0.1 0.2 -0.6081
I -4.370492 1.555466 1.743431 0.0 0.0 0.0 1.1992
C -1.687882 0.281220 2.425150 0.2 0.1 -0.4 -0.3275
O -1.444822 0.541930 1.224772 -0.2 0.1 0.2 -0.1280
C -0.722650 -0.393941 3.302249 0.1 -0.1 0.2 -0.0913
C 0.688503 -0.701884 2.848637 0.0 0.0 -0.1 -0.1049
N 0.727666 -1.310059 1.498872 0.0 0.0 0.0 -0.1536
C 2.056726 -1.785623 1.027796 0.0 0.1 0.0 -0.1033
C 1.941903 -2.170293 -0.432925 -0.1 0.0 0.1 -0.2281
C 2.744160 -3.142213 -0.993212 0.0 0.0 0.0 0.0239
C 2.612449 -3.436297 -2.344754 0.0 0.0 0.0 0.0170
C 1.663148 -2.759250 -3.095907 0.0 0.0 0.0 -0.0002
C 0.880101 -1.809058 -2.473567 0.1 0.0 0.0 -0.0765
N 1.013871 -1.507919 -1.169492 0.1 0.1 -0.1 -0.0489
C -1.095742 -0.679106 4.570006 0.1 0.0 -0.1 -0.0560
H -4.287493 0.624501 4.662289 0.0 0.0 0.0 0.1061
H 1.174661 -1.351806 3.579459 -0.1 0.0 0.0 0.1463
H 1.251413 0.231933 2.823652 0.0 0.0 0.0 0.1306
H 0.147107 -2.152227 1.552868 0.0 0.0 0.0 0.1545
H 2.418707 -2.623262 1.626943 0.0 0.0 0.0 0.1459
H 2.775227 -0.970546 1.140388 0.0 -0.1 0.0 0.1269
H 3.465071 -3.666490 -0.380674 0.0 0.0 0.0 0.1382
H 3.239166 -4.191272 -2.800561 0.0 0.0 0.0 0.1383
H 1.524795 -2.963849 -4.147734 0.0 0.0 0.0 0.1324
H 0.125534 -1.256036 -3.014812 0.0 0.0 0.0 0.1140
H -0.414322 -1.183892 5.243357 0.0 0.0 0.0 0.1210
N -0.147562 2.218473 -2.338111 0.0 0.0 0.1 0.1548
C 0.857766 2.293427 -1.401164 0.1 0.0 -0.1 -0.2353
C 1.761882 3.359874 -1.571962 0.0 0.0 0.0 0.0301
C 2.807413 3.537077 -0.711227 0.0 -0.1 0.0 0.0081
C 2.955602 2.631275 0.347904 0.0 0.0 -0.1 -0.0132
C 2.051270 1.620673 0.455476 0.0 -0.1 0.1 -0.1046
N 1.003560 1.415179 -0.392440 0.0 0.2 -0.1 -0.0117
C -1.256287 1.403864 -2.456106 0.0 -0.1 0.1 -0.2674
C -2.194396 1.678440 -3.458596 0.0 0.0 0.0 0.0348
C -3.281712 0.851926 -3.594910 0.0 0.0 0.0 0.0004
C -3.432945 -0.240183 -2.733211 0.0 0.0 0.0 -0.0211
C -2.475212 -0.436433 -1.777994 0.1 0.1 0.0 -0.1213
N -1.391839 0.366838 -1.635578 -0.1 0.1 -0.1 -0.0491
H -0.101428 2.952837 -3.028773 0.0 0.0 0.0 0.1558
H 1.609865 4.036580 -2.402340 0.0 0.0 0.0 0.1363
H 3.500040 4.356038 -0.848551 0.0 0.0 0.0 0.1393
H 3.758129 2.715728 1.065289 0.0 0.0 0.0 0.1306
H 2.139273 0.901561 1.250988 0.0 0.0 0.0 0.0719
H -2.051177 2.529416 -4.111043 0.0 0.0 0.0 0.1356
H -4.014910 1.046082 -4.366312 0.0 0.0 0.0 0.1366
H -4.273452 -0.913215 -2.812747 0.0 0.0 0.0 0.1285
H -2.534971 -1.270487 -1.084213 0.0 0.0 0.0 0.1193
```
Positions in Å, forces in eV/Å.

For the total energy, the calculation gives -52431.278 eV. The total charge is +3. As for the orbital gap (alpha / beta): 0.159 / 0.159 hartree. The calculation puts the LUMO energy (alpha / beta) at -12.14 / -12.14 eV.